118
Properties=species:S:1:pos:R:3:forces:R:3 method="wB97M-V/def2-TZVPD" charge=+1 de_lowest_kj_mol=333.9 energy_ev=-130942.279 homo_lumo_gap_ev=7.11 max_force_ev_per_a=3.671
Ta 0.93466 0.07725 2.35766 2.2809 2.8738 -0.1132
C 5.31266 -1.58795 2.81756 -0.0571 0.0938 0.0455
N 4.52556 -0.91105 1.79056 0.2173 -0.3427 -0.0984
C 5.33126 0.19085 1.27776 -0.1654 -0.0270 0.0021
C 4.19356 -1.88945 0.75846 -0.0359 0.1197 -0.1115
C 3.50876 -1.32095 -0.47474 0.3023 -0.1587 0.2306
N 2.06906 -0.99375 -0.38574 -0.0226 0.1610 0.2247
C 1.33766 -2.26285 -0.57944 0.0361 -0.0540 0.1495
C -0.16644 -2.22175 -0.60534 0.0123 0.1278 0.5040
C -0.84144 -2.92845 -1.58234 -0.0726 0.1216 0.1290
C -2.22984 -3.03065 -1.57324 -0.0889 0.1058 0.1361
C -2.89724 -2.39155 -0.54104 0.1720 -0.1598 -0.2299
C -2.27094 -1.74495 0.52006 0.5437 0.2773 0.3466
C -0.86614 -1.63365 0.46926 -1.3074 -1.3555 -2.0274
O -0.13214 -0.99685 1.38036 -0.9103 -1.2532 0.1624
C -3.19444 -1.23155 1.62486 -0.1564 0.1603 0.1155
C -3.94804 -0.00645 1.08126 0.1089 -0.1014 0.0818
C -2.47134 -0.85365 2.92176 -0.0704 -0.0358 -0.1450
C -4.21324 -2.32285 2.00866 0.1573 0.1100 -0.0538
C -2.96144 -3.93335 -2.55794 -0.1159 -0.2149 -0.1446
C -2.63054 -5.38355 -2.17044 -0.0266 0.0972 -0.0438
C -2.52324 -3.67345 -4.00254 -0.0562 -0.0184 0.2525
C -4.48384 -3.77035 -2.50704 0.2615 0.0210 0.0328
C 1.85206 -0.08295 -1.52954 -0.0642 0.2070 0.0300
C 0.50346 0.51795 -1.83364 -0.0349 0.2438 0.0932
C -0.12784 0.16865 -3.01134 -0.0864 0.1798 0.1156
C -1.17924 0.92515 -3.50984 0.0687 -0.0059 -0.0170
C -1.52174 2.08035 -2.82434 0.1127 -0.2170 0.1356
C -0.85814 2.53315 -1.68324 0.2187 -0.0521 0.2305
C 0.07836 1.65825 -1.14434 -0.0207 -0.5740 -0.5462
O 0.69736 1.77935 0.12036 0.4964 0.4250 -1.3173
C -1.02014 4.00295 -1.30514 -0.1193 0.1933 0.1590
C -2.37324 4.28365 -0.65004 0.0737 0.0095 0.0274
C -0.91814 4.80195 -2.61964 0.0128 0.0178 0.1060
C 0.10386 4.51335 -0.39714 -0.1118 -0.0555 -0.0194
C -1.80754 0.64385 -4.86434 -0.0763 -0.0263 -0.2237
C -1.20204 -0.59565 -5.52694 -0.0809 0.1744 0.1209
C -1.51114 1.84825 -5.77254 -0.0678 -0.1629 0.0485
C -3.32004 0.44985 -4.71234 0.1911 0.0120 -0.0115
H 6.31976 -1.84305 2.46016 0.0289 -0.0280 -0.0400
H 4.82576 -2.50785 3.13296 -0.0308 -0.0337 0.0042
H 5.40696 -0.92835 3.67876 0.1173 -0.0299 0.0786
H 6.17366 -0.16285 0.66466 0.0232 -0.0191 0.0103
H 5.73396 0.74785 2.12196 -0.0016 0.0752 0.0141
H 4.72786 0.87875 0.69086 -0.0063 0.0654 -0.0501
H 3.57636 -2.66555 1.22206 0.0877 -0.0573 -0.0316
H 5.11916 -2.37055 0.39216 -0.0839 -0.0790 0.0422
H 3.64646 -2.04995 -1.28804 0.0218 0.1213 -0.0019
H 4.04666 -0.42115 -0.76884 -0.0568 -0.0402 -0.0535
H 1.63456 -2.91855 0.24836 0.0477 -0.0277 -0.1250
H 1.67466 -2.74085 -1.51384 0.0260 0.0605 0.1069
H -0.27244 -3.42375 -2.35554 0.1398 -0.0253 -0.0640
H -3.97104 -2.42575 -0.53274 -0.1289 -0.0492 0.0202
H -3.25394 0.77345 0.77446 0.0146 0.0549 -0.0563
H -4.61654 0.39405 1.84096 -0.1006 0.0496 0.1058
H -4.54584 -0.27995 0.21526 -0.0820 -0.0067 -0.0862
H -1.87324 0.04365 2.79736 -0.0018 0.0485 0.0532
H -1.83574 -1.66885 3.26706 0.0709 -0.0425 0.0886
H -3.21004 -0.65405 3.69566 -0.0611 0.0358 0.0602
H -4.88744 -2.57155 1.19486 -0.0539 -0.0357 -0.0345
H -4.82404 -1.96965 2.83696 -0.0490 0.0273 0.0766
H -3.69864 -3.23045 2.31916 0.0012 -0.1130 0.0487
H -1.56974 -5.59125 -2.27424 0.1867 -0.0375 -0.0221
H -3.17674 -6.07325 -2.80944 -0.0511 -0.0934 -0.0987
H -2.91444 -5.58025 -1.13914 -0.0282 -0.0200 0.1320
H -1.44234 -3.68545 -4.10914 0.1239 0.0118 -0.0859
H -2.90414 -2.70985 -4.32934 0.0288 0.1096 -0.1105
H -2.93144 -4.43805 -4.65994 -0.0512 -0.0790 -0.0517
H -4.89234 -4.09195 -1.55244 -0.0941 -0.0069 0.1205
H -4.93394 -4.38665 -3.28194 -0.0381 -0.0663 -0.0558
H -4.77164 -2.73935 -2.69404 -0.1132 0.1751 0.0034
H 2.17636 -0.59525 -2.45064 0.0521 0.0313 0.1288
H 2.52186 0.77015 -1.37114 0.0241 -0.2188 -0.0512
H 0.23936 -0.68875 -3.54734 0.0970 -0.1302 -0.1426
H -2.30274 2.70535 -3.22184 -0.0729 0.1368 -0.1336
H -3.18744 3.89995 -1.25944 -0.1493 -0.0040 -0.1146
H -2.50414 5.35595 -0.52884 -0.0644 0.1802 -0.0392
H -2.42324 3.81285 0.32596 -0.0661 0.0452 -0.0412
H -1.82214 4.72935 -3.21544 -0.1121 -0.0367 -0.1070
H -0.08254 4.44965 -3.22034 0.1089 0.0206 -0.0852
H -0.76254 5.85335 -2.40064 -0.0015 0.1909 0.0609
H 0.04396 4.10065 0.60396 0.0267 0.0216 0.0514
H 0.01996 5.59485 -0.30954 -0.0001 0.0893 -0.0185
H 1.07686 4.28085 -0.82624 0.1583 0.0235 -0.0061
H -0.15464 -0.43215 -5.76914 0.1542 -0.0242 -0.0341
H -1.72474 -0.82025 -6.45274 -0.0874 0.0258 -0.1269
H -1.28164 -1.46495 -4.88444 0.0317 -0.1395 0.0576
H -0.43824 2.02665 -5.81024 0.1036 0.0466 -0.0467
H -1.99064 2.75195 -5.41044 -0.0779 0.1533 0.0305
H -1.86354 1.65805 -6.78324 -0.0695 -0.0239 -0.1390
H -3.52614 -0.39275 -4.05564 -0.0792 -0.1118 0.0981
H -3.78124 0.25655 -5.67854 -0.0383 -0.0184 -0.1123
H -3.78844 1.33305 -4.28794 -0.1009 0.1134 0.0817
Br 2.31746 -1.73515 4.30936 0.1232 0.4275 -0.2233
C 3.20926 -0.13555 4.97506 -0.0102 -0.1180 0.2985
C 3.70296 -0.24375 6.24716 -0.2209 -0.2662 -0.2177
C 4.33686 0.84875 6.85346 -0.0114 0.2301 -0.0865
C 4.49416 2.00425 6.14336 0.0744 -0.1613 0.0667
C 4.02966 2.11535 4.81596 -0.2732 -0.3977 -0.0425
C 4.23106 3.31395 4.10036 -0.0620 0.1443 -0.3837
C 3.77336 3.44395 2.82206 0.2181 0.1461 0.4151
C 3.03116 2.40355 2.24336 -0.2397 -0.4976 -0.3102
C 2.75676 1.21295 2.89026 0.0039 0.0244 -0.5427
C 3.31876 1.03965 4.19196 0.1309 0.1342 0.1994
H 3.59716 -1.16925 6.78766 -0.0357 -0.1409 0.0978
H 4.67736 0.77015 7.87496 0.0748 -0.0357 0.0209
H 4.98566 2.85755 6.58606 0.0655 0.0825 0.0516
H 4.75196 4.12245 4.58876 0.1145 0.1047 0.0435
H 3.94796 4.35465 2.26926 0.0006 0.0713 -0.0574
H 2.65276 2.55765 1.24096 -0.0988 0.0559 -0.0381
N -1.27064 2.11475 1.22666 -0.4932 0.5336 -0.3655
C -0.10894 1.67235 1.17586 0.3545 -1.2489 2.4658
H -1.78904 1.98405 2.08636 0.2944 -0.2278 0.1227
C -0.06394 0.78025 5.27256 -0.4569 0.2540 1.3201
O 0.36896 0.57805 3.97746 -0.8854 -0.2973 -0.1765
H -0.12614 -0.18385 5.79566 0.0197 0.2208 -0.1425
H -1.05004 1.25785 5.27046 0.1471 -0.1300 -0.0403
H 0.64266 1.43395 5.79926 -0.0755 -0.1402 -0.1608